Entry 1:
{
  "formula": "C4H8O3",
  "method": "the ωB97M-V functional and the def2-TZVPD basis",
  "de_lowest_kj_mol": 77.42,
  "homo_energy_ev": -10.30,
  "homo_lumo_gap_ev": 11.04,
  "smiles": "CCC=O.O=CO",
  "symbols": ["C", "C", "C", "O", "H", "H", "H", "H", "H", "H", "O", "C", "O", "H", "H"],
  "xyz": [[-2.110, 0.415, -1.087], [-0.632, 0.317, -0.716], [-0.229, 1.376, 0.267], [0.562, 1.247, 1.180], [-2.758, 0.266, -0.216], [-2.371, -0.342, -1.832], [-2.343, 1.398, -1.510], [-0.007, 0.479, -1.606], [-0.336, -0.662, -0.337], [-0.712, 2.364, 0.122], [1.815, -1.675, -0.083], [2.357, -1.701, 0.998], [2.189, -0.819, 1.973], [3.077, -2.476, 1.300], [1.562, -0.121, 1.659]],
  "nbo_charge": [-0.6066, -0.5312, 0.4865, -0.5658, 0.2100, 0.2251, 0.2063, 0.2432, 0.2555, 0.1108, -0.6210, 0.6551, -0.6897, 0.1070, 0.5150]
}

---

Entry 2:
{
  "formula": "C4H6ClF",
  "method": "the ωB97M-V functional and the def2-TZVPD basis",
  "de_lowest_kj_mol": 68.08,
  "homo_energy_ev": -9.59,
  "homo_lumo_gap_ev": 10.44,
  "smiles": "C/C(Cl)=C/CF",
  "symbols": ["C", "C", "Cl", "C", "C", "F", "H", "H", "H", "H", "H", "H"],
  "xyz": [[-1.787, 1.438, -0.114], [-0.754, 0.454, 0.001], [-1.223, -1.241, -0.050], [0.532, 0.672, 0.377], [1.817, -0.144, 0.528], [2.613, 0.064, -0.630], [-2.125, 1.597, -1.245], [-1.393, 2.409, 0.160], [-2.656, 1.327, 0.506], [0.739, 1.735, 0.381], [2.443, 0.089, 1.405], [1.430, -1.149, 0.555]],
  "nbo_charge": [-0.6663, 0.0288, -0.0386, -0.2441, 0.0191, -0.3679, 0.2332, 0.2341, 0.2411, 0.1938, 0.1858, 0.1808]
}

---

Entry 3:
{
  "formula": "C33H97N17O12",
  "method": "the ωB97M-V functional and the def2-TZVPD basis",
  "de_lowest_kj_mol": 14.80,
  "homo_energy_ev": [0.52, -6.10],
  "total_charge": -1,
  "homo_lumo_gap_ev": [1.45, 8.05],
  "multiplicity": 2,
  "symbols": ["C", "O", "N", "N", "H", "H", "H", "H", "C", "O", "N", "N", "H", "H", "H", "H", "C", "O", "N", "N", "H", "H", "H", "H", "C", "O", "N", "N", "H", "H", "H", "H", "C", "O", "N", "N", "H", "H", "H", "H", "C", "C", "C", "O", "C", "N", "H", "H", "H", "H", "H", "H", "H", "H", "H", "H", "H", "C", "C", "C", "O", "C", "N", "H", "H", "H", "H", "H", "H", "H", "H", "H", "H", "H", "C", "C", "C", "O", "C", "N", "H", "H", "H", "H", "H", "H", "H", "H", "H", "H", "H", "C", "C", "C", "O", "C", "N", "H", "H", "H", "H", "H", "H", "H", "H", "H", "H", "H", "C", "C", "C", "O", "C", "N", "H", "H", "H", "H", "H", "H", "H", "H", "H", "H", "H", "C", "C", "C", "O", "C", "N", "H", "H", "H", "H", "H", "H", "H", "H", "H", "H", "H", "C", "C", "C", "O", "C", "N", "H", "H", "H", "H", "H", "H", "H", "H", "H", "H", "H"],
  "xyz": [[1.563, 20.092, 12.249], [0.650, 19.292, 12.150], [1.419, 21.299, 11.956], [2.812, 19.762, 12.643], [0.485, 21.600, 11.716], [2.247, 21.875, 12.006], [3.062, 18.785, 12.590], [3.415, 20.513, 12.946], [3.495, 15.966, 12.852], [4.004, 16.931, 12.302], [2.326, 15.999, 13.418], [4.163, 14.838, 12.943], [1.758, 15.203, 13.670], [1.953, 16.934, 13.342], [5.166, 14.800, 12.826], [3.660, 13.988, 13.154], [-1.711, 14.785, 14.411], [-0.656, 14.899, 13.819], [-2.901, 14.978, 13.969], [-1.781, 14.549, 15.693], [-3.564, 14.520, 14.578], [-2.933, 15.023, 12.961], [-0.862, 14.541, 16.111], [-2.696, 14.559, 16.121], [-0.272, 18.358, 15.463], [-0.781, 18.018, 16.541], [0.680, 19.208, 15.437], [-0.627, 18.074, 14.237], [1.126, 19.611, 16.248], [1.039, 19.509, 14.543], [-0.072, 18.456, 13.485], [-1.348, 17.394, 14.044], [-1.907, 21.759, 11.255], [-0.963, 22.300, 10.687], [-1.832, 20.723, 11.992], [-3.148, 22.060, 11.232], [-0.910, 20.310, 11.975], [-2.539, 20.491, 12.674], [-3.847, 21.547, 11.749], [-3.566, 22.773, 10.651], [5.173, 14.806, 19.860], [5.059, 16.334, 19.535], [4.922, 16.468, 17.974], [4.431, 17.748, 17.566], [4.556, 17.963, 16.197], [3.708, 16.538, 20.123], [6.023, 14.453, 19.277], [4.371, 14.203, 19.435], [5.206, 14.508, 20.908], [5.883, 16.930, 19.928], [4.366, 15.618, 17.579], [5.920, 16.287, 17.576], [3.911, 18.824, 16.019], [4.405, 17.100, 15.548], [5.597, 18.232, 16.017], [3.207, 15.833, 19.601], [3.254, 17.419, 19.928], [-5.954, 19.757, 18.843], [-6.600, 19.211, 17.504], [-5.523, 18.527, 16.577], [-4.914, 19.646, 15.861], [-3.500, 19.721, 15.836], [-7.716, 18.318, 17.823], [-6.739, 19.889, 19.587], [-5.606, 20.782, 18.719], [-5.066, 19.212, 19.165], [-7.039, 20.054, 16.972], [-5.942, 17.757, 15.930], [-4.828, 18.063, 17.277], [-3.119, 18.941, 15.177], [-2.956, 19.742, 16.781], [-3.178, 20.646, 15.358], [-8.317, 18.443, 17.021], [-8.198, 18.694, 18.627], [4.359, 21.304, 17.181], [5.111, 21.711, 18.431], [5.907, 20.551, 19.152], [6.666, 21.071, 20.267], [8.101, 21.006, 19.925], [6.032, 22.784, 18.018], [3.564, 20.603, 17.438], [5.076, 20.869, 16.484], [3.799, 22.095, 16.683], [4.432, 22.091, 19.194], [6.393, 20.009, 18.340], [5.260, 19.836, 19.661], [8.662, 21.371, 20.785], [8.379, 21.700, 19.132], [8.440, 20.009, 19.644], [6.783, 22.842, 18.692], [6.415, 22.562, 17.110], [0.487, 22.305, 15.351], [0.119, 23.678, 15.766], [-0.714, 24.560, 14.766], [-1.308, 25.738, 15.351], [-1.984, 26.602, 14.429], [-0.488, 23.627, 17.068], [0.969, 22.174, 14.382], [-0.454, 21.760, 15.281], [1.045, 21.749, 16.104], [1.135, 24.032, 15.938], [-1.587, 23.933, 14.583], [-0.092, 24.667, 13.877], [-2.886, 26.176, 13.989], [-1.448, 26.984, 13.560], [-2.364, 27.493, 14.927], [-1.327, 23.071, 16.995], [-0.769, 24.553, 17.359], [-2.313, 18.447, 9.578], [-2.474, 17.320, 10.608], [-3.680, 16.408, 10.430], [-3.778, 15.489, 11.517], [-4.851, 14.611, 11.305], [-1.179, 16.570, 10.780], [-1.361, 18.973, 9.513], [-3.035, 19.217, 9.853], [-2.602, 18.050, 8.605], [-2.666, 17.725, 11.602], [-3.740, 15.951, 9.442], [-4.516, 17.107, 10.410], [-4.809, 13.784, 12.015], [-4.596, 14.127, 10.362], [-5.846, 15.055, 11.315], [-1.153, 15.765, 11.389], [-0.337, 17.120, 10.879], [1.251, 18.938, 19.559], [-0.022, 18.331, 20.078], [-0.382, 18.680, 21.546], [-1.531, 18.042, 22.028], [-1.783, 18.307, 23.351], [-1.153, 18.703, 19.282], [2.117, 18.609, 20.133], [1.177, 20.002, 19.785], [1.544, 18.778, 18.521], [0.065, 17.249, 19.982], [-0.469, 19.766, 21.569], [0.403, 18.428, 22.259], [-2.495, 17.551, 23.682], [-2.307, 19.239, 23.562], [-0.911, 18.252, 24.002], [-1.993, 18.226, 19.575], [-1.081, 18.438, 18.310], [3.675, 11.874, 15.283], [2.277, 12.328, 15.643], [2.228, 13.556, 16.600], [0.908, 13.929, 16.855], [0.814, 15.125, 17.670], [1.646, 12.760, 14.351], [4.250, 12.632, 14.751], [3.690, 10.932, 14.735], [4.289, 11.528, 16.115], [1.622, 11.614, 16.141], [2.739, 14.354, 16.061], [2.707, 13.124, 17.479], [1.272, 15.058, 18.657], [-0.215, 15.397, 17.905], [1.168, 16.009, 17.141], [1.349, 12.063, 13.684], [0.822, 13.311, 14.545]],
  "lowdin_spin": [0.0094, 0.0024, 0.0061, 0.0042, 0.0011, 0.0090, 0.0002, 0.0070, 0.0017, 0.0017, 0.0007, 0.0006, 0.0002, 0.0005, 0.0004, 0.0002, 0.0129, 0.0041, 0.0088, 0.0049, 0.0138, 0.0002, 0.0002, 0.0090, 0.0024, 0.0026, 0.0011, 0.0034, 0.0004, 0.0004, 0.0006, 0.0021, 0.0366, 0.0125, 0.0249, 0.0692, 0.0016, 0.0350, 0.1024, 0.0293, 0.0003, 0.0001, 0.0002, 0.0003, 0.0013, 0.0001, 0.0001, 0.0001, 0.0000, 0.0000, 0.0000, 0.0002, 0.0005, 0.0001, 0.0008, 0.0000, 0.0000, 0.0065, 0.0117, 0.0274, 0.0808, 0.0372, 0.0027, 0.0006, 0.0032, 0.0004, 0.0030, 0.0162, 0.0035, 0.0084, 0.0025, 0.0201, 0.0042, 0.0007, 0.0034, 0.0004, 0.0002, 0.0000, 0.0003, 0.0004, 0.0003, 0.0014, 0.0015, 0.0001, 0.0001, 0.0000, 0.0000, 0.0001, 0.0001, 0.0000, 0.0008, 0.0071, 0.0047, 0.0151, 0.0052, 0.0225, 0.0024, 0.0019, 0.0029, 0.0007, 0.0009, 0.0133, 0.0037, 0.0129, 0.0026, 0.0014, 0.0036, 0.0005, 0.0239, 0.0115, 0.0320, 0.0145, 0.0443, 0.0033, 0.0016, 0.0181, 0.0022, 0.0119, 0.0024, 0.0270, 0.0076, 0.0028, 0.0119, 0.0006, 0.0005, 0.0004, 0.0004, 0.0005, 0.0012, 0.0005, 0.0009, 0.0000, 0.0001, 0.0002, 0.0001, 0.0001, 0.0000, 0.0001, 0.0001, 0.0000, 0.0008, 0.0002, 0.0010, 0.0013, 0.0004, 0.0022, 0.0013, 0.0008, 0.0001, 0.0002, 0.0002, 0.0005, 0.0001, 0.0001, 0.0001, 0.0007, 0.0003, 0.0014, 0.0001]
}

---

Entry 4:
{
  "formula": "C6H10N5",
  "method": "the ωB97M-V functional and the def2-TZVPD basis",
  "de_lowest_kj_mol": 671.48,
  "homo_energy_ev": [-11.43, -11.43],
  "total_charge": 1,
  "homo_lumo_gap_ev": [7.81, 7.81],
  "symbols": ["C", "C", "C", "C", "C", "C", "N", "N", "N", "N", "N", "H", "H", "H", "H", "H", "H", "H", "H", "H", "H"],
  "xyz": [[0.851, 2.000, 0.126], [-0.455, 2.450, 0.121], [0.896, -0.432, 0.476], [1.492, 0.782, 0.591], [-1.923, 0.535, -0.387], [-2.576, -1.695, -1.223], [-1.699, 1.693, 0.111], [1.090, -1.708, 0.439], [1.655, -2.360, -0.512], [-2.192, -0.538, -0.662], [2.743, 0.927, 1.304], [1.602, 2.871, 0.193], [-0.709, 3.578, -0.056], [-2.371, -1.721, -2.316], [-2.026, -2.458, -0.730], [-3.744, -1.790, -1.063], [-2.585, 1.940, 0.611], [0.470, -2.237, 1.182], [2.176, -1.688, -1.137], [3.317, 1.354, 0.705], [3.154, 0.055, 1.649]],
  "nbo_charge": [-0.1960, -0.0281, -0.0368, 0.0574, 0.7551, -0.4529, -0.6139, -0.2138, -0.4800, -0.2391, -0.7854, 0.2553, 0.2482, 0.2602, 0.2459, 0.2675, 0.4613, 0.4159, 0.3259, 0.3631, 0.3902]
}

---

Entry 5:
{
  "formula": "C20H16Cl2IN4O8SSc",
  "method": "the ωB97M-V functional and the def2-TZVPD basis",
  "de_lowest_kj_mol": 29.87,
  "homo_energy_ev": -7.94,
  "homo_lumo_gap_ev": 7.54,
  "symbols": ["Sc", "O", "N", "C", "C", "C", "C", "C", "S", "H", "H", "H", "H", "C", "C", "N", "C", "C", "N", "C", "O", "O", "C", "O", "O", "H", "H", "H", "H", "H", "Cl", "C", "C", "C", "Cl", "C", "O", "C", "C", "O", "C", "H", "H", "H", "N", "C", "O", "C", "I", "H", "H", "H", "H"],
  "xyz": [[-0.498, -0.399, -0.758], [1.482, -0.678, -0.943], [2.227, -1.731, -0.611], [3.567, -1.535, -0.562], [4.419, -2.549, -0.248], [3.871, -3.811, 0.032], [2.517, -3.989, -0.014], [1.634, -2.930, -0.341], [-0.053, -3.080, -0.406], [3.877, -0.527, -0.795], [5.483, -2.365, -0.214], [4.521, -4.639, 0.289], [2.060, -4.943, 0.207], [2.109, 1.828, 1.664], [0.965, 2.422, 0.922], [0.190, 1.789, 0.076], [-0.724, 2.705, -0.387], [-0.498, 3.919, 0.192], [0.576, 3.716, 1.017], [-1.102, 5.272, 0.096], [-2.128, 5.414, -0.714], [-0.630, 6.175, 0.748], [-1.705, 2.248, -1.401], [-2.600, 2.997, -1.793], [-1.490, 1.052, -1.812], [2.055, 0.746, 1.576], [2.074, 2.099, 2.719], [3.060, 2.174, 1.251], [0.986, 4.450, 1.574], [-2.374, 4.550, -1.167], [-4.321, -2.616, 5.286], [-3.263, -1.974, 4.063], [-2.076, -1.336, 4.454], [-1.217, -0.832, 3.514], [0.248, -0.052, 4.019], [-1.480, -0.933, 2.120], [-0.653, -0.480, 1.254], [-2.703, -1.559, 1.769], [-3.096, -1.647, 0.394], [-2.471, -1.200, -0.570], [-3.574, -2.082, 2.742], [-1.837, -1.242, 5.505], [-4.053, -2.147, 0.194], [-4.492, -2.567, 2.431], [-1.185, 0.060, -4.622], [-0.223, -0.436, -3.841], [-0.467, -1.178, -2.886], [1.193, -0.045, -4.197], [1.716, 1.752, -3.152], [-2.132, -0.033, -4.289], [-0.986, 0.803, -5.269], [1.318, 0.175, -5.252], [1.880, -0.812, -3.864]],
  "nbo_charge": [1.5742, -0.6466, 0.0043, 0.0325, -0.2847, -0.1647, -0.2307, 0.0455, -0.1781, 0.2314, 0.2314, 0.2247, 0.2380, -0.6612, 0.4198, -0.4805, -0.0069, 0.0033, -0.4807, 0.7673, -0.6647, -0.5993, 0.8006, -0.6594, -0.7799, 0.2610, 0.2342, 0.2284, 0.4444, 0.5196, 0.0010, -0.0928, -0.1847, -0.1150, 0.0053, 0.4932, -0.7471, -0.3058, 0.4718, -0.5995, -0.1439, 0.2425, 0.1481, 0.2276, -0.7646, 0.6974, -0.6348, -0.6107, 0.1653, 0.4268, 0.4033, 0.2365, 0.2572]
}

---

Entry 6:
{
  "formula": "C3H10N2O",
  "method": "the ωB97M-V functional and the def2-TZVPD basis",
  "de_lowest_kj_mol": 244.06,
  "homo_energy_ev": -8.25,
  "homo_lumo_gap_ev": 9.04,
  "smiles": "C/C(N)=C/N.O",
  "symbols": ["C", "C", "N", "C", "N", "H", "H", "H", "H", "H", "H", "H", "H", "O", "H", "H"],
  "xyz": [[1.728, -0.174, 1.937], [1.159, -0.407, 0.489], [2.104, -0.169, -0.619], [-0.206, -0.458, 0.269], [-0.850, -0.430, -1.039], [2.228, -1.056, 2.205], [0.923, -0.064, 2.712], [2.651, 0.548, 2.060], [3.074, 0.015, -0.190], [1.839, 0.807, -1.140], [-0.711, -0.597, 1.265], [0.006, -0.424, -1.654], [-1.205, -1.375, -1.062], [-3.353, 1.344, -0.862], [-2.644, 0.816, -1.139], [-4.195, 1.007, -0.717]],
  "nbo_charge": [-0.6572, 0.1115, -0.8725, -0.0874, -0.8383, 0.2108, 0.2287, 0.2164, 0.3749, 0.3713, 0.2008, 0.3782, 0.3707, -0.9817, 0.5001, 0.4736]
}